{"formula": "C32H22F12N2O9STa", "method": "ωB97M-V/def2-TZVPD", "s_squared": 0.75, "e_tot_ha": -3673.218544, "relative_energy_kj_mol": 144.13, "lumo_ev": [4.16, 2.63], "homo_lumo_gap_ev": [6.81, 5.28], "spin_multiplicity": 2, "max_force_ev_per_a": 1.989, "charge": -2, "homo_energy_ha": [-0.098, -0.097], "elements": ["Ta", "C", "C", "C", "C", "C", "N", "C", "C", "C", "C", "C", "C", "C", "C", "O", "C", "F", "F", "F", "C", "F", "F", "F", "C", "C", "C", "O", "C", "F", "F", "F", "C", "F", "F", "F", "H", "H", "H", "H", "H", "H", "H", "H", "H", "H", "H", "H", "O", "C", "O", "C", "C", "C", "N", "C", "C", "C", "O", "O", "H", "H", "H", "C", "C", "C", "O", "C", "O", "O", "H", "H", "H", "H", "H", "H", "H", "S", "C"], "xyz": [[0.75, 0.31, 0.21], [0.47, 4.40, 3.51], [0.83, 2.95, 3.34], [0.20, 1.95, 3.96], [0.49, 0.55, 3.64], [1.56, 0.24, 2.90], [1.64, -0.76, 1.91], [1.83, -2.09, 2.12], [1.96, -2.59, 3.44], [2.15, -3.93, 3.70], [2.23, -4.87, 2.68], [2.44, -6.34, 2.97], [2.13, -4.39, 1.38], [1.93, -3.05, 1.08], [1.95, -2.57, -0.36], [1.19, -1.45, -0.46], [3.41, -2.29, -0.77], [3.96, -1.40, 0.03], [4.17, -3.41, -0.69], [3.50, -1.84, -2.03], [1.32, -3.57, -1.39], [0.94, -2.93, -2.50], [2.15, -4.56, -1.78], [0.22, -4.15, -0.88], [2.60, 1.27, 2.58], [2.02, 2.67, 2.48], [2.81, 2.11, -0.03], [2.32, 1.08, -0.84], [4.36, 2.14, -0.06], [4.83, 2.47, -1.28], [4.87, 0.95, 0.23], [4.88, 3.03, 0.79], [2.32, 3.48, -0.60], [2.91, 4.52, 0.03], [1.00, 3.63, -0.45], [2.59, 3.60, -1.90], [-0.46, 4.51, 4.07], [0.35, 4.88, 2.54], [1.25, 4.95, 4.05], [-0.66, 2.17, 4.58], [-0.29, -0.18, 3.78], [1.90, -1.88, 4.25], [2.25, -4.25, 4.73], [2.54, -6.50, 4.04], [3.33, -6.73, 2.49], [1.60, -6.95, 2.63], [2.21, -5.10, 0.57], [2.76, 3.47, 2.46], [-2.80, 3.61, -5.15], [-2.02, 2.66, -5.33], [-1.76, 2.02, -6.37], [-1.34, 2.12, -4.06], [-0.21, 1.31, -4.14], [0.39, 0.83, -2.99], [-0.09, 1.11, -1.78], [-1.17, 1.91, -1.69], [-1.81, 2.43, -2.79], [-1.57, 2.16, -0.26], [-2.59, 2.67, 0.11], [-0.61, 1.72, 0.54], [0.16, 1.05, -5.12], [1.28, 0.21, -3.02], [-2.66, 3.09, -2.67], [-2.69, -3.00, -0.34], [-2.50, -1.50, -0.18], [-3.82, -0.76, -0.40], [-1.52, -1.00, -1.09], [-1.95, -1.22, 1.22], [-2.63, -1.54, 2.19], [-0.79, -0.68, 1.30], [-2.99, -3.23, -1.37], [-3.47, -3.34, 0.34], [-1.76, -3.54, -0.12], [-4.22, -1.01, -1.38], [-3.68, 0.32, -0.34], [-4.54, -1.05, 0.37], [-1.56, -1.47, -1.93], [4.20, 0.97, 3.15], [2.09, 1.79, 1.27]], "mulliken_charge": [1.77, -1.84, 0.66, -1.24, -0.39, -0.41, 0.72, 1.17, -0.79, -1.12, 0.40, -1.43, -0.97, -0.58, 1.37, 0.35, 0.69, -0.10, -0.32, -0.31, 0.14, -0.23, -0.28, -0.20, -0.43, -0.94, 2.67, -1.05, 0.15, -0.30, -0.11, -0.28, 0.15, -0.31, -0.09, -0.30, 0.42, 0.35, 0.33, 0.29, 0.53, 0.44, 0.24, 0.37, 0.31, 0.29, 0.55, 0.50, -0.72, 0.32, -0.73, 0.25, -1.20, -0.44, 0.45, 1.48, -0.90, -0.32, -0.73, -0.56, 0.50, 0.52, 0.61, -1.82, 2.15, -1.81, -0.31, -0.33, -0.78, -0.23, 0.49, 0.40, 0.28, 0.39, 0.28, 0.35, 0.28, -0.24, -0.45]}